{"formula": "C33H52F3N2O2PS4Tc", "method": "ωB97M-V with the def2-TZVPD basis set", "species": ["Tc", "C", "C", "S", "C", "C", "S", "C", "C", "S", "C", "C", "S", "H", "H", "H", "H", "H", "H", "H", "H", "H", "H", "H", "H", "H", "H", "H", "H", "O", "C", "O", "C", "N", "C", "C", "C", "H", "H", "H", "H", "H", "H", "H", "H", "H", "F", "C", "F", "F", "C", "C", "C", "N", "C", "C", "H", "H", "H", "H", "C", "C", "C", "C", "P", "C", "C", "C", "C", "C", "C", "C", "C", "C", "C", "H", "H", "H", "H", "H", "H", "H", "H", "H", "H", "H", "H", "H", "H", "H", "H", "H", "H", "H", "H", "H", "H", "H"], "xyz": [[0.727942, 0.799448, 0.185833], [3.295979, 0.198614, 2.464703], [3.966348, 1.017440, 1.384072], [3.217059, 0.571236, -0.201365], [3.986813, 1.757012, -1.351273], [3.933959, 3.209644, -0.907552], [2.230886, 3.676675, -0.557450], [2.339531, 4.574834, 1.003912], [0.914353, 4.746579, 1.498616], [-0.122364, 3.249637, 1.629877], [0.131103, 2.722784, 3.332393], [1.448388, 2.010263, 3.540930], [1.499613, 0.483967, 2.541819], [3.681817, 0.446537, 3.455871], [3.444944, -0.865118, 2.307747], [5.026699, 0.762442, 1.318159], [3.864922, 2.086027, 1.552393], [3.479043, 1.602517, -2.302555], [5.012550, 1.403715, -1.471291], [4.325076, 3.825685, -1.719174], [4.557469, 3.397063, -0.034665], [2.782925, 5.557156, 0.837501], [2.964087, 4.032470, 1.712540], [0.359770, 5.390039, 0.814413], [0.891585, 5.232090, 2.474964], [-0.721367, 2.092396, 3.593222], [0.083432, 3.607410, 3.970289], [1.564084, 1.660353, 4.568863], [2.299281, 2.636987, 3.280964], [-2.623581, 1.947672, 1.062307], [-2.399123, 1.114758, 0.218815], [-1.258213, 0.485492, 0.061719], [-3.492955, 0.676679, -0.759415], [-4.691838, 1.572016, -0.514916], [-5.877287, 0.692513, -0.144666], [-5.208291, -0.538412, 0.434560], [-4.014547, -0.745356, -0.497104], [-3.136085, 0.818222, -1.779762], [-4.905756, 2.175957, -1.309257], [-4.431190, 2.175734, 0.282061], [-6.414940, 0.471500, -1.065200], [-6.524726, 1.247154, 0.528857], [-5.886411, -1.388450, 0.439639], [-4.885359, -0.354458, 1.460965], [-4.341648, -1.193401, -1.435514], [-3.232681, -1.372939, -0.072281], [0.199339, 4.816369, -5.454704], [-0.382610, 3.623186, -5.530387], [0.096276, 2.968155, -6.576283], [-1.694911, 3.793944, -5.684247], [-0.118340, 2.857836, -4.235850], [-0.704061, 3.291182, -3.052465], [-0.432790, 2.612694, -1.888151], [0.382052, 1.535669, -1.841557], [0.934411, 1.120746, -2.992208], [0.710251, 1.752322, -4.202901], [-1.359325, 4.152667, -3.037541], [-0.866915, 2.940172, -0.952295], [1.560196, 0.244413, -2.956327], [1.173209, 1.372770, -5.104340], [1.498900, -2.873573, 2.944178], [1.527693, -3.330829, 1.484222], [2.954845, -3.430681, 0.944922], [0.851091, -4.718631, 1.469048], [0.437519, -2.226756, 0.364356], [-1.206714, -2.377893, 1.052864], [-2.077576, -3.373421, 0.589254], [-3.241845, -3.658948, 1.286686], [-3.561063, -2.942892, 2.432925], [-2.718121, -1.930416, 2.882875], [-1.545815, -1.653999, 2.202371], [0.508975, -2.684691, -1.468621], [-0.674522, -1.984262, -2.149642], [1.831704, -2.175945, -2.047698], [0.469264, -4.190577, -1.804321], [1.964157, -3.670281, 3.526641], [0.485630, -2.751960, 3.323409], [2.061897, -1.971057, 3.147216], [3.569331, -3.926763, 1.698281], [3.407979, -2.463412, 0.727554], [3.012422, -4.037859, 0.045016], [1.517316, -5.363759, 2.048290], [0.747648, -5.170328, 0.490570], [-0.112999, -4.708684, 1.973845], [-1.851377, -3.953028, -0.288259], [-3.891238, -4.449808, 0.937942], [-4.462387, -3.178331, 2.982256], [-2.965912, -1.378801, 3.778443], [-0.884826, -0.882032, 2.582432], [-0.745357, -0.923643, -1.901641], [-1.623720, -2.449623, -1.893472], [-0.543757, -2.079434, -3.228590], [2.003653, -1.128914, -1.821460], [1.801013, -2.296986, -3.131666], [2.691718, -2.728937, -1.685727], [-0.403088, -4.721085, -1.441332], [1.365363, -4.714676, -1.483714], [0.444121, -4.249795, -2.894759]], "atomic_forces_ev_per_a": [[-0.02, 0.63, -0.21], [0.03, 0.13, -0.01], [0.07, -0.06, 0.03], [-0.11, -0.25, 0.03], [0.03, -0.01, 0.04], [0.04, -0.02, -0.05], [0.03, 0.05, 0.01], [-0.01, -0.03, -0.02], [-0.01, 0.02, 0.07], [0.01, 0.00, -0.21], [-0.02, 0.02, 0.07], [-0.03, 0.03, -0.05], [-0.07, -0.22, 0.04], [0.02, -0.01, -0.03], [0.01, -0.07, -0.03], [-0.01, 0.04, 0.03], [-0.03, 0.02, 0.02], [0.00, 0.00, -0.01], [0.02, 0.03, -0.01], [0.00, 0.00, 0.02], [0.01, 0.00, 0.00], [-0.01, 0.00, 0.00], [0.01, 0.01, 0.01], [0.00, 0.01, 0.01], [0.00, 0.01, 0.00], [0.00, 0.00, -0.04], [-0.02, -0.03, 0.01], [-0.02, 0.06, 0.02], [0.01, 0.00, -0.02], [-0.17, 0.07, 0.18], [0.00, -0.23, 0.12], [0.41, 0.00, 0.06], [-0.07, 0.08, -0.07], [0.08, 0.05, 0.09], [-0.02, 0.04, -0.04], [-0.03, 0.04, -0.01], [0.10, 0.00, 0.04], [-0.02, -0.01, 0.01], [0.00, -0.04, 0.04], [-0.05, -0.03, -0.07], [0.00, 0.00, 0.01], [-0.01, -0.02, 0.01], [-0.01, -0.01, 0.01], [0.00, 0.01, 0.00], [0.02, 0.00, -0.03], [-0.12, 0.12, -0.06], [0.04, 0.05, 0.05], [-0.04, -0.01, -0.01], [0.05, -0.07, -0.03], [-0.06, -0.01, 0.05], [0.01, 0.04, -0.04], [-0.05, 0.04, 0.01], [-0.07, -0.05, -0.03], [-0.02, -0.09, -0.07], [-0.04, 0.03, -0.02], [0.03, -0.04, -0.03], [0.01, 0.01, 0.00], [0.00, 0.01, -0.01], [0.03, 0.00, 0.00], [0.01, 0.01, 0.01], [0.00, -0.06, 0.00], [-0.06, 0.18, -0.07], [-0.01, -0.01, 0.04], [-0.01, -0.02, 0.07], [0.13, -0.37, -0.16], [-0.02, -0.04, 0.01], [0.02, 0.03, 0.14], [0.03, 0.03, 0.04], [0.03, -0.02, -0.02], [-0.01, -0.04, -0.05], [0.01, 0.03, 0.05], [-0.02, -0.06, 0.08], [0.01, 0.03, -0.01], [0.01, 0.10, 0.03], [-0.03, 0.06, 0.03], [0.00, 0.00, 0.03], [0.01, -0.01, 0.01], [0.02, -0.01, -0.02], [0.01, 0.00, 0.00], [0.02, 0.09, 0.01], [-0.02, -0.03, -0.06], [-0.01, -0.03, -0.02], [-0.01, 0.02, -0.10], [0.01, 0.00, -0.01], [0.07, -0.08, -0.10], [-0.02, -0.03, 0.00], [-0.03, -0.01, 0.02], [-0.02, 0.03, 0.05], [-0.07, -0.08, -0.04], [0.03, -0.02, -0.01], [-0.03, 0.00, 0.00], [-0.02, 0.00, -0.03], [0.03, 0.09, 0.04], [-0.01, 0.00, -0.02], [0.07, -0.07, 0.05], [-0.09, -0.02, 0.08], [0.03, -0.01, 0.05], [0.00, -0.01, -0.01]], "mol_weight_g_mol": 823.0, "spin_multiplicity": 4, "charge": 4, "s2": 4.197, "relative_energy_kj_mol": 0.0, "e_homo_ev": [-19.3, -19.3], "e_tot_ha": -3861.78627, "lumo_energy_ev": [-13.42, -13.04], "gap_ev": [5.86, 6.26]}



{"formula": "C45H55B3O5", "method": "ωB97M-V with the def2-TZVPD basis set", "species": ["C", "C", "C", "C", "B", "O", "B", "O", "B", "C", "C", "C", "C", "O", "C", "O", "O", "H", "H", "H", "H", "H", "H", "H", "H", "H", "H", "H", "H", "H", "H", "H", "H", "H", "H", "H", "C", "C", "C", "C", "C", "C", "H", "H", "H", "H", "H", "H", "C", "C", "C", "C", "C", "C", "H", "H", "H", "H", "H", "H", "C", "C", "C", "C", "C", "C", "H", "H", "H", "H", "H", "H", "C", "C", "C", "C", "C", "C", "H", "H", "H", "H", "H", "H", "C", "C", "C", "C", "C", "C", "H", "H", "H", "H", "H", "H", "C", "C", "C", "C", "C", "C", "H", "H", "H", "H", "H", "H"], "xyz": [[-5.873040, 3.742434, 1.878021], [-4.846393, 2.652384, 1.244036], [-3.807919, 2.073542, 2.342832], [-2.534618, 3.094992, 2.314013], [-1.243502, 2.514733, 3.100594], [-0.494629, 3.297909, 4.069860], [0.906733, 2.971769, 4.039613], [1.511471, 1.897509, 3.290824], [0.583135, 1.248177, 2.399288], [1.096088, 0.602912, 1.007118], [1.828056, 1.626026, 0.013627], [1.049397, 3.000726, -0.237897], [-0.424068, 2.844169, -0.830895], [-0.475942, 2.528834, -2.248185], [-1.675842, 1.731545, -2.378164], [-2.742965, 2.175928, -2.819876], [-0.812776, 1.164762, 2.827230], [-5.562533, 3.923830, 2.971661], [-5.865861, 4.713303, 1.264821], [-6.951927, 3.348774, 1.829022], [-5.391700, 1.809122, 0.693978], [-4.255143, 3.214715, 0.428726], [-4.270339, 1.993602, 3.384409], [-3.400135, 1.058702, 1.976561], [-2.825245, 4.142462, 2.658661], [-2.246377, 3.175914, 1.208709], [1.652259, 3.657235, 4.669282], [1.885206, -0.191979, 1.291740], [0.241923, 0.019486, 0.514028], [2.886603, 1.874466, 0.354003], [1.897222, 1.092962, -1.008998], [1.716681, 3.631803, -0.936480], [0.952188, 3.628733, 0.724426], [-0.950658, 1.976004, -0.279925], [-1.023752, 3.792521, -0.557404], [-1.589088, 0.661096, -1.989950], [1.908771, 1.846123, -5.138600], [2.972170, 1.660157, -6.016413], [4.268713, 1.966485, -5.615254], [4.501940, 2.463436, -4.336734], [3.437463, 2.658140, -3.461828], [2.140658, 2.348261, -3.861378], [0.898791, 1.600589, -5.449690], [2.790159, 1.274882, -7.014469], [5.097836, 1.817828, -6.298866], [5.512884, 2.699868, -4.022837], [3.618790, 3.051241, -2.466324], [1.309962, 2.497554, -3.178164], [-5.453352, 4.051724, 7.070568], [-5.316298, 3.442501, 8.313536], [-4.110469, 2.845527, 8.667239], [-3.042041, 2.854026, 7.775568], [-3.181663, 3.455308, 6.528574], [-4.386758, 4.055481, 6.176657], [-6.391576, 4.522863, 6.797567], [-6.150108, 3.433553, 9.007773], [-4.002883, 2.373413, 9.638010], [-2.101073, 2.390924, 8.052218], [-2.350786, 3.457331, 5.830461], [-4.495252, 4.526478, 5.205072], [-9.090164, 3.531390, 9.768573], [-9.158487, 4.080813, 8.492220], [-10.064028, 3.576456, 7.564408], [-10.899073, 2.518957, 7.911655], [-10.824425, 1.963493, 9.185028], [-9.921439, 2.470273, 10.114121], [-8.388516, 3.929306, 10.494019], [-8.505536, 4.903888, 8.220469], [-10.119341, 4.007330, 6.570360], [-11.606942, 2.127174, 7.189404], [-11.471384, 1.135054, 9.454077], [-9.864974, 2.038589, 11.107666], [3.399146, -1.663701, -4.454530], [3.671354, -2.677395, -3.541093], [4.262312, -3.861944, -3.970269], [4.577518, -4.034684, -5.314587], [4.296791, -3.024149, -6.229898], [3.709263, -1.838559, -5.799840], [2.944426, -0.737262, -4.118824], [3.423368, -2.543902, -2.493076], [4.477423, -4.650886, -3.257026], [5.040646, -4.957002, -5.649161], [4.537041, -3.160735, -7.279438], [3.492593, -1.050388, -6.512247], [2.323201, -6.899292, -2.456336], [2.044864, -7.229574, -1.133805], [2.354460, -8.497783, -0.652794], [2.938930, -9.437883, -1.496024], [3.208880, -9.110538, -2.821054], [2.902680, -7.841139, -3.301119], [2.087819, -5.908177, -2.829491], [1.586832, -6.497443, -0.476929], [2.140406, -8.753963, 0.379366], [3.182745, -10.425773, -1.120648], [3.659211, -9.845340, -3.480302], [3.115273, -7.585134, -4.333745], [7.715803, -4.065824, -7.285014], [8.192306, -5.228952, -6.688685], [9.158780, -5.995806, -7.331708], [9.646146, -5.601612, -8.574101], [9.163027, -4.443373, -9.174715], [8.199237, -3.674509, -8.530017], [6.967314, -3.465009, -6.780411], [7.810456, -5.537772, -5.720958], [9.532553, -6.900893, -6.864854], [10.401434, -6.197834, -9.074457], [9.538653, -4.138979, -10.146122], [7.824286, -2.770144, -8.997405]], "atomic_forces_ev_per_a": [[0.01, -0.59, -0.34], [-0.08, 0.45, -0.02], [0.63, 0.69, -1.45], [-0.29, -0.37, 0.32], [-0.46, -0.29, 0.82], [1.47, -2.03, -2.34], [-0.31, -0.56, 0.07], [-2.96, 1.20, -0.59], [-0.15, -0.63, 0.96], [0.45, -0.59, 0.34], [-0.60, -0.08, -0.79], [0.29, 0.13, -0.32], [0.19, -0.01, 1.81], [-2.26, -1.00, 0.94], [-2.33, 1.56, -1.05], [3.99, -1.45, 1.34], [1.96, 2.57, -1.02], [-0.67, -0.04, -1.69], [0.12, -1.37, 1.12], [1.63, 0.57, 0.33], [0.60, 1.17, 0.98], [-0.73, -1.07, 1.24], [0.63, 0.04, -1.47], [-0.78, 1.45, 0.82], [0.32, -1.35, -0.39], [-0.31, -0.06, 1.47], [-0.17, -0.10, -0.02], [-1.15, 1.10, -0.42], [1.19, 0.98, 0.52], [-1.44, -0.43, -0.30], [0.11, 0.87, 1.53], [-1.24, -0.84, 0.91], [0.12, -1.05, -1.26], [0.82, 1.23, -0.48], [0.83, -1.36, -0.91], [0.24, 1.27, -0.43], [0.12, 0.01, 0.02], [0.00, 0.04, 0.07], [-0.06, 0.02, 0.06], [-0.05, -0.02, -0.01], [0.00, -0.09, -0.17], [0.07, 0.03, 0.08], [0.06, 0.04, 0.02], [0.01, 0.05, 0.07], [-0.06, 0.00, 0.06], [-0.07, -0.02, -0.03], [0.00, -0.03, -0.06], [0.29, -0.04, -0.28], [0.08, -0.04, 0.00], [0.05, 0.02, -0.02], [0.02, 0.04, -0.09], [-0.11, 0.02, -0.01], [-0.03, -0.01, -0.01], [-0.01, -0.06, 0.10], [0.06, -0.06, 0.01], [0.05, -0.01, -0.07], [-0.01, 0.04, -0.07], [-0.06, 0.03, -0.03], [-0.05, 0.04, 0.08], [0.02, -0.01, 0.07], [-0.06, -0.06, -0.06], [-0.04, -0.05, 0.02], [0.00, -0.04, 0.07], [0.08, 0.04, 0.06], [0.04, 0.06, -0.02], [0.01, 0.04, -0.08], [-0.05, -0.02, -0.05], [-0.06, -0.05, 0.03], [0.01, -0.03, 0.08], [0.06, 0.02, 0.05], [0.05, 0.08, -0.02], [-0.01, 0.03, -0.08], [0.00, -0.05, 0.00], [0.02, 0.00, -0.11], [0.00, 0.03, -0.05], [-0.06, 0.07, 0.04], [-0.04, 0.01, 0.09], [0.03, -0.10, 0.06], [0.04, -0.02, -0.05], [0.04, -0.01, -0.07], [-0.01, 0.05, -0.05], [-0.03, 0.05, 0.01], [-0.02, 0.00, 0.08], [0.02, -0.06, 0.08], [0.01, -0.07, 0.02], [0.05, -0.05, -0.04], [0.02, 0.01, -0.08], [-0.04, 0.09, -0.03], [-0.01, 0.05, 0.04], [-0.01, -0.01, 0.09], [0.01, -0.07, 0.01], [0.04, -0.06, -0.05], [0.02, 0.02, -0.08], [-0.02, 0.07, -0.03], [-0.03, 0.06, 0.06], [-0.02, -0.01, 0.07], [0.05, -0.02, -0.06], [0.03, 0.02, -0.07], [-0.03, 0.06, -0.05], [-0.08, 0.04, 0.05], [-0.02, -0.01, 0.05], [0.04, -0.10, 0.05], [0.08, -0.05, -0.02], [0.04, 0.04, -0.06], [-0.03, 0.07, -0.04], [-0.06, 0.04, 0.03], [-0.02, -0.02, 0.08], [0.03, -0.06, 0.04]], "mol_weight_g_mol": 708.4, "e_homo_ev": -9.3, "smiles": "CCCCB1OBOB(CCCCOC=O)O1.c1ccccc1.c1ccccc1.c1ccccc1.c1ccccc1.c1ccccc1.c1ccccc1", "e_tot_ha": -2198.64248, "lumo_energy_ev": 0.27, "gap_ev": 9.57}



{"formula": "H3OPS2", "method": "ωB97M-V with the def2-TZVPD basis set", "species": ["O", "S", "P", "S", "H", "H", "H"], "xyz": [[-0.478257, 1.961735, 0.421549], [-0.610207, 0.606698, -0.082932], [1.442747, -0.309199, 0.267721], [-2.080634, -0.464016, 0.445785], [-0.728123, 0.756225, -1.726138], [1.559580, -1.532298, -0.640042], [0.894894, -1.019145, 1.314054]], "atomic_forces_ev_per_a": [[0.22, -0.26, 0.11], [-0.09, 0.28, -3.39], [0.32, -0.42, -1.47], [0.02, -0.21, 0.13], [0.51, -0.42, 3.08], [-0.71, 1.49, 0.94], [-0.27, -0.46, 0.61]], "mol_weight_g_mol": 114.1, "relative_energy_kj_mol": 430.5, "e_homo_ev": -9.3, "smiles": "O=[S@@H](P)=S", "e_tot_ha": -1214.64806, "lumo_energy_ev": -0.84, "gap_ev": 8.46}



{"formula": "C3H6NO2", "method": "ωB97M-V with the def2-TZVPD basis set", "species": ["C", "C", "C", "N", "O", "O", "H", "H", "H", "H", "H", "H"], "xyz": [[-1.080758, 0.662890, 0.168297], [0.100609, 0.791772, 0.360930], [-3.060910, -0.508368, 0.009637], [4.136208, 0.258849, -0.389912], [-2.452523, 0.670014, 0.049185], [-4.332356, -0.412515, -0.017339], [1.055589, 0.655817, 0.612858], [-2.497656, -1.421200, 0.108495], [4.761397, -0.093788, -1.145207], [4.020121, -0.556085, 0.299059], [4.297422, 1.103605, 0.158523], [-4.947138, -1.150989, -0.214527]], "atomic_forces_ev_per_a": [[0.01, 0.26, 0.25], [-4.84, -0.39, -0.84], [-0.65, 2.48, 0.47], [-0.90, -2.64, 1.11], [0.26, -2.18, -0.15], [0.83, 0.52, -0.35], [3.47, -0.04, 0.56], [0.24, -0.43, -0.26], [-0.36, 1.31, 1.22], [0.36, 1.76, -1.40], [0.83, -0.44, -0.85], [0.76, -0.23, 0.25]], "mol_weight_g_mol": 88.1, "charge": 1, "relative_energy_kj_mol": 439.1, "e_homo_ev": -12.2, "e_tot_ha": -322.71162, "lumo_energy_ev": -6.26, "gap_ev": 5.91}